Entry 1:
{
  "formula": "C23H22ClN5O2",
  "method": "ωB97M-V/def2-TZVPD",
  "smiles": "Cc1c2cnn(CC(=O)NCc3ccccn3)c(=O)c2c(C)n1Cc1ccc(Cl)cc1",
  "molar_mass_g_mol": 435.9,
  "total_energy_ha": -1774.15755,
  "e_lumo_ev": 0.37,
  "orbital_gap_ev": 8.35,
  "charge": 0,
  "species": ["Cl", "O", "O", "N", "N", "N", "N", "N", "C", "C", "C", "C", "C", "C", "C", "C", "C", "C", "C", "C", "C", "C", "C", "C", "C", "C", "C", "C", "C", "C", "C", "H", "H", "H", "H", "H", "H", "H", "H", "H", "H", "H", "H", "H", "H", "H", "H", "H", "H", "H", "H", "H", "H"],
  "xyz": [[2.147251, -6.172080, -0.268105], [-4.272524, 2.756075, 1.923165], [-2.166236, 1.567574, -1.814208], [1.982924, 0.476782, -1.065722], [-2.352465, -1.186548, 0.702316], [-0.865005, 3.352254, 0.931950], [-4.114690, 1.315750, 0.177318], [-1.659909, 2.898457, -0.047427], [-1.336061, 1.937367, -0.986629], [2.090378, 1.305521, 0.019630], [-2.512683, 0.188652, 2.643552], [-0.507340, -1.022573, 2.199190], [3.117860, -2.817976, -2.181553], [-3.882482, 2.487540, 0.807627], [0.336972, 2.913338, 1.059366], [0.015255, 1.461323, -0.868878], [-1.222138, -0.151347, 3.007016], [0.874675, 1.943854, 0.170408], [-3.010655, 3.441551, -0.021708], [2.072682, -3.532664, 0.283953], [0.303750, -0.253610, -2.780725], [-4.374880, 0.111004, 0.947125], [3.337016, 1.451204, 0.817012], [-3.039033, -0.355776, 1.474159], [3.025375, -0.371581, -1.584281], [2.924057, -4.153861, -1.881219], [2.399031, -4.505763, -0.647455], [0.733555, 0.543852, -1.608468], [2.278754, -2.201323, -0.026704], [2.799034, -1.829928, -1.259343], [-1.123208, -1.512891, 1.058983], [3.980509, -0.048882, -1.159607], [-2.971095, 4.416209, 0.463513], [3.172316, -4.918420, -2.599979], [0.430208, -1.320321, -2.595334], [3.079174, -0.244208, -2.670106], [3.139274, 2.093742, 1.670333], [-3.655980, 1.173466, -0.720362], [-4.816473, -0.639711, 0.292693], [-3.099351, 0.874538, 3.233466], [3.694127, 0.488643, 1.184966], [-0.779241, 0.258305, 3.903368], [0.877435, 0.010169, -3.670647], [4.133448, 1.908250, 0.226570], [-0.746250, -0.045156, -2.966180], [0.904644, 3.337645, 1.873324], [-3.377653, 3.518336, -1.047071], [3.521312, -2.544030, -3.145274], [0.499040, -1.314971, 2.457604], [1.660861, -3.816079, 1.239745], [2.019619, -1.440401, 0.693353], [-0.612297, -2.195296, 0.391139], [-5.052889, 0.363997, 1.764143]],
  "forces_ev_per_a": [[-0.0302, -0.1632, 0.0346], [-0.0032, 0.0671, 0.4011], [-0.0069, -0.0541, -0.2591], [-0.2687, 0.2385, 0.0185], [-0.3636, -0.1250, -0.3881], [0.5084, 0.4905, 0.9250], [-0.2386, -0.3426, -0.3344], [-0.1012, -0.2813, -0.5878], [0.0215, 0.0461, -0.0530], [-0.1598, 0.4720, 0.4890], [0.0766, -0.0903, 0.0451], [-0.0244, 0.0262, 0.0153], [-0.0108, 0.1331, 0.1434], [0.0124, 0.3928, -0.5325], [-0.1666, 0.1136, 0.0323], [0.6750, -0.1357, 0.2194], [-0.0257, -0.0310, -0.0749], [0.0099, -0.5856, -0.6907], [-0.2878, 0.0180, 0.1270], [0.0302, -0.0971, -0.0209], [0.0277, -0.0598, -0.0412], [0.0104, 0.1186, 0.2361], [0.0085, -0.0521, -0.1709], [-0.1520, 0.0736, 0.2227], [0.3095, -0.2805, -0.1332], [-0.0250, -0.1204, 0.0827], [0.0461, 0.2066, -0.0775], [-0.5962, 0.2135, -0.0637], [0.0700, 0.0038, -0.1325], [0.0094, -0.0523, 0.0049], [0.3489, -0.0682, 0.1073], [-0.1312, 0.0576, -0.1127], [-0.0205, -0.1733, -0.0732], [0.0054, -0.0955, -0.0505], [-0.0192, -0.0843, -0.0529], [0.0551, 0.0248, 0.1373], [0.0372, 0.0136, 0.0638], [-0.0005, 0.1386, 0.1489], [0.0294, 0.0173, 0.1128], [-0.0774, 0.0717, 0.0355], [0.0787, -0.0176, 0.0874], [0.0236, 0.0277, 0.0715], [0.0175, -0.0289, -0.1019], [0.0915, 0.0168, 0.0571], [-0.0062, -0.0215, -0.0390], [0.0375, 0.0820, 0.1140], [0.0377, 0.0132, 0.1088], [0.0252, 0.0333, -0.1299], [0.1029, -0.0488, 0.0000], [-0.0425, -0.0607, 0.0939], [-0.0760, 0.1116, 0.0926], [0.1245, -0.0607, 0.0070], [0.0036, -0.0916, -0.1144]]
}

Entry 2:
{
  "formula": "C23H22CoIN5O3S",
  "method": "ωB97M-V/def2-TZVPD",
  "multiplicity": 2,
  "molar_mass_g_mol": 634.4,
  "s_squared": 0.9490,
  "total_energy_ha": -3467.81224,
  "e_lumo_ev": [-0.12, -0.12],
  "orbital_gap_ev": [7.15, 7.03],
  "charge": 0,
  "species": ["I", "Co", "S", "O", "O", "O", "N", "N", "N", "N", "N", "C", "C", "C", "C", "C", "C", "C", "C", "C", "C", "C", "C", "C", "C", "C", "C", "C", "C", "C", "C", "C", "C", "C", "H", "H", "H", "H", "H", "H", "H", "H", "H", "H", "H", "H", "H", "H", "H", "H", "H", "H", "H", "H", "H", "H"],
  "xyz": [[-1.343920, 2.859752, 1.704117], [-0.625622, 0.837782, -0.359874], [-1.265081, -1.051012, -1.728771], [2.483332, -3.405788, 0.748080], [-2.145213, 0.124486, 0.781551], [0.936365, 1.164592, -1.438001], [-1.535298, 2.152072, -1.750420], [0.580114, 0.219631, 1.159777], [-2.392036, -1.178876, 0.661884], [3.510994, -0.766584, -2.912884], [-1.858762, 3.868062, -3.060531], [2.592498, 0.142815, -2.722472], [-3.338842, -3.085332, 1.707994], [-1.083881, 3.345650, -2.081731], [3.594695, -2.595603, 0.357116], [-2.638468, 1.909070, -2.537851], [-2.040787, -1.873990, -0.456066], [0.649722, -0.577733, 3.510447], [-0.574731, 0.550701, 5.238401], [1.835035, 0.246739, -1.501636], [3.789835, -1.640029, -1.919104], [-0.627483, 1.364165, 2.967802], [-2.853981, 2.965029, -3.360621], [-2.370053, -3.244434, -0.472220], [0.096984, 4.064545, -1.530972], [-3.005780, -3.846273, 0.580198], [3.169261, -1.622346, -0.702482], [2.268509, 1.096573, -3.830084], [-1.010589, 1.466715, 4.297786], [-3.012969, -1.759725, 1.713681], [2.149026, -0.660689, -0.470073], [0.207937, 0.321709, 2.534629], [0.265099, -0.472197, 4.835734], [1.554825, -0.565220, 0.828014], [3.984947, -2.059436, 1.232534], [2.815489, -4.188804, 1.196264], [-0.201423, 4.811592, -0.792833], [-3.242916, -4.900990, 0.540109], [-3.175927, 0.981169, -2.456721], [1.237299, 0.950397, -4.160533], [2.024028, -1.191657, 1.575905], [2.341380, 2.129921, -3.485629], [-3.593718, 3.150550, -4.117796], [2.948314, 0.931946, -4.662279], [-0.889232, 0.640942, 6.269453], [-3.835210, -3.513778, 2.565646], [0.768836, 3.351184, -1.063118], [4.560656, -2.371149, -2.135945], [-1.709870, 4.760669, -3.495965], [4.408179, -3.207820, -0.038798], [-2.088151, -3.799419, -1.355076], [-3.212670, -1.075752, 2.524714], [-1.660146, 2.278234, 4.596897], [0.627364, -1.199050, 5.550930], [0.637256, 4.570784, -2.332257], [1.294764, -1.403781, 3.253063]],
  "forces_ev_per_a": [[0.2433, 0.1722, 0.0983], [-0.1885, -0.2361, -0.1546], [0.1686, -0.2908, 0.0594], [-0.0222, -0.0061, -0.0137], [-0.0342, 0.3417, -0.5017], [-0.0648, 0.1149, 0.2368], [-0.1304, 0.0731, 0.2565], [-0.0588, -0.3467, -0.0235], [0.0569, -0.1506, 0.1468], [-0.0418, 0.0763, -0.0069], [0.0045, 0.0350, 0.0179], [0.0711, -0.0388, -0.0237], [0.0063, -0.0115, -0.0164], [0.0377, -0.0885, -0.1094], [0.0272, -0.0001, 0.0176], [-0.0453, -0.0600, 0.0853], [-0.0081, 0.1718, -0.0473], [-0.1171, -0.0552, 0.0307], [-0.0150, -0.0108, 0.0166], [0.0758, -0.0243, -0.0413], [0.0419, -0.0187, 0.0636], [0.1511, -0.1642, 0.0691], [-0.0152, -0.0159, 0.0028], [-0.0106, -0.0329, -0.0042], [-0.0056, -0.0067, 0.0402], [-0.0046, 0.0303, 0.0161], [-0.0268, 0.0077, -0.0066], [-0.0237, 0.0097, 0.0108], [-0.0571, 0.0763, -0.0022], [0.0324, 0.0543, -0.0027], [-0.0616, -0.0463, -0.1461], [-0.0891, 0.1058, -0.0626], [0.0281, 0.0087, -0.0220], [0.0596, 0.2702, 0.0139], [0.0284, -0.0021, -0.0153], [0.0074, 0.0103, 0.0188], [-0.0077, 0.0082, -0.0065], [-0.0017, -0.0011, 0.0050], [0.0011, -0.0012, -0.0122], [0.0015, 0.0100, -0.0011], [0.0607, 0.1226, 0.1314], [0.0119, 0.0020, -0.0032], [-0.0022, -0.0047, 0.0063], [0.0006, -0.0082, 0.0018], [0.0084, 0.0063, -0.0012], [-0.0011, -0.0053, -0.0040], [-0.0120, 0.0121, -0.0010], [-0.0155, -0.0103, 0.0136], [-0.0043, -0.0041, -0.0148], [-0.0268, -0.0215, -0.0156], [-0.0011, 0.0016, -0.0005], [-0.0035, -0.0156, 0.0152], [0.0098, 0.0004, 0.0003], [-0.0062, -0.0053, -0.0042], [-0.0031, 0.0116, 0.0026], [-0.0288, -0.0496, -0.1129]]
}

ΔE to the lowest compared entry with this formula, charge and spin for the records above, in order: 0.0; 68.6 kJ/mol